This record from the OMol25 dataset describes 2 unconnected molecules or ions with the total composition C5H13NO in a non-equilibrium geometry. The level of theory is wB97M-V/def2-TZVPD.

```
20
Properties=species:S:1:pos:R:3:forces:R:3:nbo_charge:R:1
C -2.19820 1.65740 2.53399 0.05 -2.93 -0.82 0.672
C 1.55314 -0.17338 -2.35283 0.60 -0.27 -1.04 -0.626
H 1.00679 -3.30117 -1.04348 0.60 0.32 0.38 0.203
H 2.58828 -2.54966 -1.39607 -0.25 0.13 -0.22 0.201
H -0.23684 -1.24416 -1.68547 0.18 -0.07 0.04 0.196
C 1.56040 -2.33779 -1.07744 -0.99 -1.03 -0.45 -0.604
O -3.40263 1.65862 2.64485 -0.25 0.85 0.46 -0.600
H 2.32581 -0.42323 -3.09682 -0.59 0.12 -0.52 0.203
H 1.62806 -1.92784 -0.07722 -0.18 0.20 0.19 0.200
C -1.47538 2.39368 1.44214 0.07 1.36 1.25 -0.713
H -1.77075 1.95242 0.49420 0.34 0.02 -0.02 0.249
H -1.78963 3.43342 1.50460 -0.39 0.05 -0.40 0.235
H 0.67531 -2.03522 -2.98525 -0.22 0.20 -0.09 0.199
N -1.47711 0.60721 3.10530 -0.13 0.89 0.01 -0.839
H -0.47966 0.54149 3.09542 0.19 0.19 -0.12 0.386
H -0.41524 2.46960 1.65956 0.32 -0.55 -0.50 0.211
H 0.82968 0.53824 -2.75078 0.61 0.51 -0.04 0.210
C 0.76723 -1.45752 -2.06501 1.50 0.03 1.08 -0.393
H -1.96522 -0.05282 3.68218 -0.20 0.11 0.12 0.398
H 2.27597 0.25071 -1.63188 -1.25 -0.13 0.69 0.210
```
Forces are in eV/Å.

Computed properties:
F_max ... 3.046 eV/A
HOMO level ... -0.3635 Eh
Molar mass ... 103.16 u
LUMO ... 0.6 eV
Structure (SMILES) ... CC(N)=O.CCC
Energy relative to the best compared isomer or geometry (same formula, charge and spin) ... 64.4 kJ/mol



This record from the OMol25 dataset describes a single C5H13NO molecule in a non-equilibrium geometry. The level of theory is wB97M-V/def2-TZVPD.

```
20
Properties=species:S:1:pos:R:3:forces:R:3:nbo_charge:R:1
H 1.67132 -1.14579 0.26627 0.34 -0.48 0.08 0.161
H -2.44161 0.61453 0.43011 -0.04 0.17 0.04 0.209
N -0.04583 0.00713 0.07103 -0.24 0.75 -0.44 -0.455
H 1.80932 0.49081 0.89122 -0.27 0.03 0.05 0.198
C 1.38414 -0.11111 0.08394 0.31 0.26 -0.08 -0.236
H 0.51326 1.46985 -1.69833 0.46 0.07 0.23 0.473
C -0.63316 -0.84273 -0.93186 -0.18 -0.70 0.01 -0.427
H -0.21760 -1.87041 -0.88723 -0.19 0.06 0.07 0.166
O 1.48127 1.57003 -1.69429 -0.19 0.03 -0.03 -0.720
C -0.64954 -0.14542 1.38484 -0.99 0.92 -0.76 -0.214
H 3.07304 0.56591 -0.94042 0.14 -0.09 -0.49 0.185
H -0.03361 0.44654 2.04598 0.32 -0.50 0.56 0.205
H -2.14905 1.39736 1.98393 0.17 0.02 -0.01 0.214
H -0.47460 -0.50198 -1.95493 0.12 0.22 0.00 0.195
H -1.71024 -0.89777 -0.77996 0.02 -0.08 -0.07 0.207
C -2.07801 0.45520 1.44550 -0.08 -0.56 -0.32 -0.618
H -2.77126 -0.25931 1.90099 0.07 0.18 0.10 0.205
H 1.98047 -0.39880 -2.00795 0.19 -0.13 0.10 0.156
H -0.74889 -1.20114 1.61063 0.48 -0.40 0.65 0.165
C 2.04058 0.35711 -1.21949 -0.45 0.23 0.31 -0.068
```
Forces are in eV/Å.

Computed properties:
F_max ... 1.548 eV/A
HOMO level ... -0.3197 Eh
Molar mass ... 103.16 u
LUMO ... 1.0 eV
Structure (SMILES) ... CCN(C)CCO
Energy relative to the best compared isomer or geometry (same formula, charge and spin) ... 136.4 kJ/mol



This record from the OMol25 dataset describes 2 unconnected molecules or ions with the total composition C5H13NO in a non-equilibrium geometry. The level of theory is wB97M-V/def2-TZVPD.

```
20
Properties=species:S:1:pos:R:3:forces:R:3:nbo_charge:R:1
H -2.39956 -0.00899 2.47294 0.15 0.14 0.85 0.200
C -0.66919 -0.40826 1.40988 0.08 -2.29 -1.07 -0.038
H 6.30126 0.80866 -2.48766 0.39 0.17 0.50 0.462
C -1.24078 -0.18885 -2.35071 0.08 -0.45 1.16 -0.418
H 0.00814 -1.28763 1.27889 0.27 0.78 0.54 0.172
O 5.99137 1.49059 -3.08742 -0.45 -0.85 -0.43 -0.925
C -0.83872 -0.17137 -1.08456 0.90 0.31 -0.61 -0.176
H -0.55078 1.58193 0.98463 -0.03 -0.05 -0.02 0.354
H -2.40212 0.09762 0.23203 -0.27 -0.56 0.15 0.203
H -0.89273 -0.24627 3.53312 -0.50 0.24 -0.12 0.208
H -0.59927 0.34047 -3.04472 -0.44 -0.43 -0.51 0.207
N 0.05792 0.82781 1.28657 0.04 0.70 0.13 -0.843
H -1.87619 -1.66308 0.12888 -0.31 0.32 -0.09 0.224
H 0.51920 1.16220 2.12188 -0.05 -0.37 0.19 0.366
C -1.48869 -0.59202 2.67602 -0.11 0.51 0.12 -0.624
C -1.56360 -0.61354 0.15320 0.51 0.93 0.28 -0.455
H -1.81368 -1.60089 2.94570 0.20 -0.11 -0.54 0.215
H 0.12800 0.31485 -0.93570 -0.32 -0.06 0.32 0.214
H 5.46266 0.92060 -3.67346 0.07 0.68 -0.07 0.463
H -2.13323 -0.76382 -2.55951 -0.18 0.39 -0.78 0.190
```
Forces are in eV/Å.

Computed properties:
F_max ... 2.526 eV/A
HOMO level ... -0.3399 Eh
Molar mass ... 103.16 u
LUMO ... 1.0 eV
Structure (SMILES) ... C=CC[C@H](C)N.O
Energy relative to the best compared isomer or geometry (same formula, charge and spin) ... 180.3 kJ/mol



This record from the OMol25 dataset describes 2 unconnected molecules or ions with the total composition C5H13NO. The level of theory is wB97M-V/def2-TZVPD.

```
20
Properties=species:S:1:pos:R:3:forces:R:3:nbo_charge:R:1
N -1.03884 -0.30230 2.28331 -0.19 -0.12 -0.12 -0.830
C 0.13960 0.33106 -2.25148 0.00 -0.03 0.09 -0.604
H -0.16945 -0.53667 2.73710 -0.01 0.00 0.07 0.372
C -0.24839 -0.87940 -1.40081 0.00 -0.12 -0.02 -0.409
H -0.40263 1.21789 -1.92695 -0.03 0.06 0.02 0.214
H 1.90795 0.28823 0.05003 -0.05 0.12 0.07 0.231
C -0.02868 -0.67336 0.07317 0.18 0.05 0.11 -0.079
H -0.09712 0.15459 -3.29954 0.06 -0.01 -0.07 0.207
H 0.33374 -1.74958 -1.72534 0.02 0.02 -0.02 0.197
H -2.05911 -0.70909 0.48962 -0.13 0.05 0.11 0.191
H 1.49466 -0.43548 1.60091 0.10 0.05 0.02 0.201
H -0.20295 1.64338 0.68171 0.02 0.07 -0.03 0.481
H 1.96794 -1.44605 0.23156 -0.07 -0.02 0.05 0.215
C -1.06683 -0.59698 0.90899 0.10 0.00 -0.20 -0.031
C 1.40301 -0.55435 0.52329 -0.01 -0.16 -0.11 -0.649
H 1.20500 0.55141 -2.16922 -0.02 -0.01 -0.06 0.203
H -1.29430 -1.13537 -1.58227 -0.05 0.05 0.02 0.202
O 0.18736 2.52852 0.62995 -0.15 0.06 0.19 -0.953
H -0.20647 3.00758 1.37056 0.10 -0.12 -0.17 0.468
H -1.82448 -0.70404 2.77542 0.13 0.06 0.05 0.376
```
Forces are in eV/Å.

Computed properties:
F_max ... 0.250 eV/A
HOMO level ... -0.2997 Eh
Molar mass ... 103.16 u
LUMO ... 0.9 eV
Structure (SMILES) ... CC/C(C)=C/N.O
Energy relative to the best compared isomer or geometry (same formula, charge and spin) ... 71.3 kJ/mol



This record from the OMol25 dataset describes 2 unconnected molecules or ions with the total composition C5H13NO in a non-equilibrium geometry. The level of theory is wB97M-V/def2-TZVPD.

```
20
Properties=species:S:1:pos:R:3:forces:R:3:nbo_charge:R:1
C 0.22644 0.51228 0.26879 0.42 0.36 -1.32 -0.422
H 1.67151 1.99701 -0.27996 0.26 0.22 -0.11 0.204
H 2.13567 0.87781 0.99201 0.97 -0.26 -0.43 0.205
C -0.67667 -1.71702 0.98637 0.35 -0.40 1.06 0.185
O 0.10860 4.43914 -3.61071 -0.35 0.16 -0.01 -0.934
H -1.55261 -0.17306 1.97889 0.47 0.07 0.09 0.359
C -0.62653 -3.22407 1.06994 -0.09 0.89 0.17 -0.642
H 0.90052 4.56970 -4.13149 0.28 -0.02 -0.11 0.467
H -0.44315 -3.67325 0.10092 -0.12 -0.27 0.01 0.220
N -1.40620 -1.17112 2.10414 -0.62 -0.05 -0.97 -0.817
H -2.34889 -1.51779 1.91152 0.03 -0.23 0.70 0.354
H -1.50532 -3.58018 1.60004 -0.27 -0.36 -0.42 0.208
H -0.36948 0.94265 -0.54114 -0.21 0.04 -0.05 0.198
H 0.41314 -1.30535 -0.78625 0.55 -0.91 0.20 0.202
H 0.19451 -3.42579 1.75122 0.26 -0.31 -0.05 0.227
C 1.70095 0.94940 -0.00337 -2.25 0.90 1.90 -0.593
C 0.08000 -0.98660 0.18837 -0.58 1.56 -0.39 -0.284
H -0.51988 5.07209 -3.98114 0.07 -0.15 0.13 0.468
H -0.09347 1.03056 1.16481 -0.17 -0.34 0.40 0.192
H 2.11085 0.38359 -0.78296 1.00 -0.90 -0.80 0.202
```
Forces are in eV/Å.

Computed properties:
F_max ... 3.077 eV/A
HOMO level ... -0.2979 Eh
Molar mass ... 103.16 u
LUMO ... 0.9 eV
Structure (SMILES) ... CC/C=C(/C)N.O
Energy relative to the best compared isomer or geometry (same formula, charge and spin) ... 155.8 kJ/mol



This record from the OMol25 dataset describes a single C5H13NO molecule in a non-equilibrium geometry. The level of theory is wB97M-V/def2-TZVPD.

```
20
Properties=species:S:1:pos:R:3:forces:R:3:nbo_charge:R:1
H 0.42051 -1.96785 1.58181 0.28 -0.15 0.09 0.172
H 1.12732 0.64279 1.07914 -1.05 -1.05 0.91 0.367
C 0.08289 -0.07076 -0.47389 -0.54 -2.66 3.52 -0.276
C -1.47367 -1.27533 2.21112 -1.93 0.26 0.08 -0.633
N 0.20465 0.15003 1.03133 0.19 -0.95 0.04 -0.662
H -1.97015 -0.35340 2.60056 0.49 -1.00 0.79 0.221
H -1.78540 -2.27423 2.60492 0.39 1.10 0.47 0.219
H -0.24353 2.12425 -0.43672 -0.26 1.67 0.53 0.464
C 0.57739 0.80388 -2.70035 0.27 0.87 0.80 -0.641
H -1.95894 -1.26316 1.27770 -0.46 -0.33 -1.78 0.204
H -0.46490 0.90327 -3.06516 0.16 -0.40 1.01 0.210
H 0.38107 -0.85571 2.95865 1.20 0.47 1.07 0.197
O 0.65325 2.34898 -0.72978 -1.24 -2.67 0.00 -0.706
H 1.02010 1.65007 -3.18678 0.67 0.56 -0.12 0.221
H 1.97481 0.82801 -0.91288 -0.95 -0.44 -0.40 0.182
H -0.96479 -0.14704 -0.78700 0.10 0.41 0.07 0.197
C -0.02821 -1.07943 2.02036 0.75 1.76 -3.10 -0.205
C 0.87393 0.93199 -1.11379 2.18 2.78 -4.34 0.069
H 0.55601 -1.03426 -0.79510 -0.37 0.36 0.27 0.192
H 1.01765 -0.06211 -3.16416 0.13 -0.59 0.09 0.207
```
Forces are in eV/Å.

Computed properties:
F_max ... 5.596 eV/A
HOMO level ... -0.3293 Eh
Molar mass ... 103.16 u
LUMO ... 1.0 eV
Structure (SMILES) ... CCNC[C@@H](C)O
Energy relative to the best compared isomer or geometry (same formula, charge and spin) ... 240.1 kJ/mol